Record 1
This record from the OMol25 dataset describes a molecular structure, C38H43N11O2P2Pt in a non-equilibrium geometry. The level of theory is wB97M-V/def2-TZVPD.

The orbital gap (spin up / spin down) comes out at 6.7 / 6.6 eV. As for the max |F|: 4.12 eV/A. Its multiplicity is 1. The total charge is +4. The value obtained for the LUMO energy (spin up / spin down) is -11.54 / -11.53 eV. For the energy above the lowest of the compared OMol25 structures with the same formula, charge and spin, the calculation gives 57.9 kcal/mol.

```
97
Properties=species:S:1:pos:R:3:forces:R:3:lowdin_charge:R:1
Pt -0.60355 -0.99217 1.01851 -1.0 -0.1 0.9 0.984
N -0.43407 2.42120 1.79986 0.5 0.0 0.1 0.182
C -1.15577 1.76233 2.71172 -0.1 -0.5 0.9 -0.450
N -1.70683 2.45703 3.68144 0.1 0.7 -0.1 0.204
C -2.38878 1.80708 4.62996 0.3 -0.5 -0.6 -0.394
N -2.91748 2.46813 5.63614 0.0 0.1 0.0 0.241
N -2.55413 0.45904 4.58708 -0.3 -0.2 0.3 0.210
C -1.99640 -0.17451 3.60174 -0.1 0.4 0.3 -0.284
N -1.27612 0.40331 2.61687 0.9 -0.7 -0.7 0.059
C -2.13617 -1.64215 3.56616 -0.2 -0.1 0.3 -0.196
C -2.78712 -2.31581 4.58711 0.1 0.0 -0.1 0.047
C -2.87344 -3.70058 4.53309 0.0 0.0 -0.1 0.024
C -2.30303 -4.36254 3.45658 0.0 0.1 0.1 0.010
C -1.65958 -3.62039 2.47924 0.1 -0.3 -0.1 -0.106
N -1.57784 -2.29100 2.53458 0.1 0.4 -1.4 -0.018
H -0.34778 3.41971 1.90141 0.1 0.0 0.1 0.142
H 0.04013 1.93083 1.06088 0.1 0.2 0.3 0.050
H -2.78845 3.46470 5.71519 0.0 0.0 0.0 0.141
H -3.40064 1.96797 6.36558 0.0 0.0 0.0 0.141
H -3.20261 -1.74640 5.40457 0.0 0.0 0.0 0.131
H -3.36824 -4.25010 5.32265 0.0 0.0 0.0 0.140
H -2.35157 -5.43877 3.37129 0.1 0.0 0.0 0.134
H -1.18955 -4.11183 1.63748 0.0 0.1 0.0 0.114
N 1.78354 -0.97352 1.52259 0.2 0.3 -0.3 0.021
C 2.60536 -0.51419 0.39133 -0.2 0.6 0.3 -0.261
C 4.00397 -0.01323 0.77960 -0.1 0.2 -0.2 -0.124
C 4.01100 1.24408 1.66915 0.1 0.0 -0.2 -0.154
C 5.20218 2.16251 1.38262 0.0 0.0 0.2 -0.140
N 5.07908 2.78064 0.06606 -0.2 -0.2 -0.1 0.093
C 5.51578 3.98165 -0.30565 0.0 0.1 -0.1 -0.413
N 5.32003 4.36827 -1.57015 0.0 0.0 0.0 0.214
N 6.09302 4.82016 0.54526 0.0 0.0 0.0 0.238
C 1.86421 0.59736 -0.43364 3.1 -0.5 -0.6 -0.510
O 2.48157 1.29283 -1.20562 -0.9 -0.2 0.4 0.116
O 0.57043 0.67441 -0.20194 -4.0 0.6 -0.8 -0.261
H 1.87091 -0.34153 2.31371 0.1 -0.1 0.0 0.095
H 2.07689 -1.89493 1.82953 0.0 0.0 0.0 0.113
H 2.71512 -1.34453 -0.31107 -0.1 0.0 0.0 0.135
H 4.52020 0.18520 -0.16062 0.1 -0.1 0.0 0.118
H 4.54303 -0.82388 1.27188 0.0 0.0 -0.1 0.139
H 4.06306 0.96590 2.72213 -0.1 0.0 0.0 0.128
H 3.09426 1.82398 1.51744 0.0 0.1 0.1 0.115
H 6.13119 1.58933 1.44125 0.0 0.1 0.0 0.146
H 5.22731 2.94401 2.14232 0.0 0.0 0.0 0.126
H 4.60587 2.23121 -0.63913 0.0 0.1 0.0 0.125
H 4.96013 3.72634 -2.25470 0.1 0.0 0.0 0.130
H 5.71099 5.22805 -1.91925 0.0 0.0 0.0 0.140
H 6.28868 4.57757 1.50094 0.0 -0.1 0.0 0.127
H 6.43175 5.71454 0.22847 0.0 0.0 0.0 0.147
N -1.13456 -0.52781 -2.00381 0.5 0.8 0.7 -0.245
P -1.08184 0.93265 -1.22274 -0.9 -0.9 -1.4 1.086
C -1.17754 2.16376 -2.51124 1.1 0.2 0.9 -0.309
C 0.00513 2.69513 -3.03743 0.1 0.0 -0.1 -0.064
C -0.07318 3.58478 -4.09388 0.0 0.0 0.0 -0.030
C -1.31759 3.95135 -4.59763 0.0 0.0 0.1 0.002
C -2.48799 3.42518 -4.05685 0.0 0.0 0.0 -0.016
C -2.43692 2.54122 -2.99414 -0.1 -0.1 0.1 -0.046
C -2.51534 1.00321 -0.16405 1.0 0.4 0.4 -0.343
C -3.32574 -0.11840 0.09212 -0.1 0.1 -0.4 -0.097
C -4.42049 0.02471 0.92195 -0.1 0.0 0.1 -0.027
C -4.69404 1.25535 1.51746 0.2 0.0 0.0 0.007
C -3.87936 2.36176 1.27829 -0.1 0.0 0.1 -0.027
C -2.78351 2.23801 0.44987 -0.3 0.1 -0.5 -0.100
P -0.59207 -1.92092 -1.17500 0.2 -1.3 0.5 0.892
C -1.63707 -3.26879 -1.78000 0.2 0.3 0.5 -0.349
C -2.70106 -3.76250 -1.02498 -0.1 0.1 0.1 -0.106
C -3.53940 -4.72866 -1.55697 0.1 -0.1 0.0 -0.038
C -3.29188 -5.23492 -2.82711 0.0 0.1 0.1 -0.014
C -2.22443 -4.75275 -3.57410 0.1 0.0 -0.1 -0.026
C -1.38411 -3.78199 -3.05646 -0.2 0.1 0.0 -0.066
C 1.00191 -2.27646 -1.93611 0.1 0.0 0.3 -0.404
C 1.58786 -3.49416 -1.56959 -0.1 0.1 0.0 -0.093
C 2.75986 -3.90757 -2.17501 0.1 0.0 0.1 -0.028
C 3.37304 -3.09257 -3.12271 -0.1 0.0 0.0 -0.020
C 2.80309 -1.87506 -3.47205 0.2 0.0 0.0 -0.036
C 1.62077 -1.45829 -2.87840 -0.2 -0.1 0.1 -0.100
H -1.07889 -0.50418 -3.02086 0.0 0.0 0.1 0.119
H 0.96486 2.41206 -2.61941 0.0 0.0 0.0 0.088
H 0.82922 3.99718 -4.52229 0.0 0.0 0.0 0.125
H -1.37797 4.66267 -5.41048 0.0 0.0 0.0 0.135
H -3.45184 3.70280 -4.46144 0.0 0.0 0.0 0.134
H -3.34401 2.13530 -2.56687 0.0 0.0 0.0 0.123
H -3.18696 -1.03069 -0.46970 0.0 -0.1 0.1 0.078
H -5.09057 -0.80878 1.08528 0.0 0.0 0.0 0.131
H -5.56637 1.36120 2.14921 0.0 0.0 0.0 0.135
H -4.10269 3.31382 1.73976 0.0 0.0 0.0 0.134
H -2.15170 3.09315 0.24703 -0.2 0.0 -0.1 0.120
H -2.87269 -3.40320 -0.01531 0.0 0.1 -0.1 0.079
H -4.37224 -5.10141 -0.97702 0.0 0.0 0.0 0.123
H -3.92012 -6.01899 -3.22723 -0.1 0.0 0.0 0.131
H -2.03715 -5.13309 -4.56914 0.0 -0.1 0.0 0.129
H -0.54913 -3.42221 -3.64350 0.0 0.0 0.0 0.114
H 1.10318 -4.11952 -0.82722 0.0 -0.1 -0.1 0.118
H 3.19510 -4.86054 -1.90756 0.0 0.0 0.0 0.128
H 4.29811 -3.40956 -3.58407 0.0 0.0 -0.1 0.128
H 3.28198 -1.25515 -4.21745 0.0 0.0 0.0 0.124
H 1.18576 -0.50441 -3.15275 0.1 0.0 -0.1 0.096
```
Positions in Å, forces in eV/Å.


Record 2
This record from the OMol25 dataset describes a molecular structure, C38H43N3OPtS2 in a non-equilibrium geometry. The level of theory is wB97M-V/def2-TZVPD.

The orbital gap comes out at 7.5 eV. As for the max |F|: 1.30 eV/A. Its multiplicity is 1. The total charge is 0. The value obtained for the LUMO energy is 0.53 eV.

```
88
Properties=species:S:1:pos:R:3:forces:R:3:lowdin_charge:R:1
Pt -0.73884 1.42864 -1.24140 1.2 0.0 -0.6 0.948
C -1.60729 0.08750 4.53494 0.0 0.0 0.0 -0.064
C -1.39962 1.49471 3.95836 0.0 0.0 0.0 -0.365
C -2.53127 1.87213 3.00058 0.0 0.0 0.0 -0.066
C 0.01541 1.81420 3.46205 0.0 0.0 -0.1 -0.135
C 0.92292 2.23876 4.43224 0.0 0.0 0.0 -0.046
C 2.16848 2.73313 4.10108 0.0 0.0 0.0 -0.080
C 2.47376 2.93241 2.76340 -0.1 0.1 0.0 -0.045
C 1.60281 2.54368 1.75472 -0.1 -0.1 0.0 -0.140
C 1.88772 3.06863 0.35428 0.0 -0.1 0.0 -0.295
C 0.88038 4.17921 0.01250 -0.1 -0.3 -0.1 -0.062
C 2.22751 2.06704 -0.75984 0.0 0.1 -0.1 -0.171
C 0.42602 1.84468 2.11400 0.1 -0.1 0.0 -0.169
N -0.27304 1.10419 1.12980 -0.2 0.1 0.2 0.018
C -0.48697 -0.14036 1.43785 0.1 0.1 0.1 -0.147
C -1.14078 -1.05497 0.59493 0.0 -0.1 -0.1 -0.344
C -1.65554 -2.31625 0.92811 0.1 0.0 0.0 -0.044
C -2.30638 -2.76528 -0.20723 0.0 0.0 -0.1 -0.054
C -2.13518 -1.77140 -1.20061 0.1 -0.1 -0.1 -0.270
N -1.43344 -0.74008 -0.71273 -0.1 0.1 0.3 0.043
C -2.66343 -1.88310 -2.61669 0.0 0.0 0.0 -0.544
C -2.23284 -3.23067 -3.21239 0.0 0.0 0.0 -0.051
C -2.15281 -0.77192 -3.52705 0.0 0.0 0.0 -0.070
C -4.19777 -1.82509 -2.57288 0.0 0.0 0.0 -0.042
H -2.46114 0.09123 5.21541 0.0 0.0 0.0 0.079
H -0.73185 -0.24730 5.09431 0.0 0.0 0.0 0.081
H -1.82251 -0.64632 3.75798 0.0 0.0 0.0 0.061
H -1.50484 2.17745 4.80782 0.0 0.0 0.0 0.125
H -2.57128 1.22909 2.12275 0.0 0.0 0.0 0.052
H -2.42832 2.90570 2.66355 0.0 0.0 0.0 0.086
H -3.48579 1.77922 3.52331 0.0 0.0 0.0 0.081
H 0.62288 2.19424 5.47402 0.0 0.0 0.0 0.115
H 2.86396 3.03333 4.87379 0.0 0.0 0.0 0.101
H 3.39439 3.43713 2.49282 0.0 0.0 0.0 0.112
H 2.84732 3.58987 0.44752 0.1 -0.1 0.0 0.131
H -0.13623 3.79161 0.00474 -0.1 0.0 0.0 0.045
H 1.08303 4.60925 -0.96883 0.0 0.0 0.0 0.074
H 0.94348 4.96344 0.76821 0.0 0.0 0.0 0.086
H 1.40733 0.34842 -0.33231 0.1 -0.2 0.0 0.006
H 3.17237 1.58311 -0.50529 0.0 0.0 0.0 0.108
H 2.36046 2.61143 -1.69503 -0.1 0.0 0.0 0.124
H -0.13362 -0.51858 2.39666 0.0 0.0 0.1 0.131
H -1.55804 -2.81458 1.88178 0.0 0.0 0.0 0.106
H -2.82783 -3.70267 -0.32838 0.0 0.0 0.0 0.099
H -1.14416 -3.28924 -3.28029 0.0 0.0 0.0 0.071
H -2.64122 -3.34224 -4.22000 0.0 0.0 0.0 0.083
H -2.58201 -4.06990 -2.60952 0.0 0.0 0.0 0.077
H -1.06417 -0.70603 -3.51399 0.0 0.0 0.0 0.074
H -2.54488 0.19978 -3.23234 0.0 0.0 0.0 0.044
H -2.47473 -0.96583 -4.55340 0.0 0.0 0.0 0.088
H -4.60553 -2.63448 -1.96490 0.0 0.0 0.0 0.081
H -4.61167 -1.90871 -3.58145 0.0 0.0 0.0 0.084
H -4.53208 -0.87800 -2.14277 0.0 0.0 0.0 0.078
S -0.64830 2.69472 -3.21856 0.0 0.2 0.3 0.629
C -2.29699 2.89991 -2.74480 -0.3 0.0 0.0 -0.761
C -3.33642 3.65457 -3.28515 0.0 0.0 0.0 -0.070
C -4.55904 3.63048 -2.64718 0.0 0.0 0.0 -0.062
C -4.74063 2.86812 -1.48975 0.0 0.0 0.0 -0.061
C -3.67988 2.13828 -1.00395 0.0 -0.1 0.0 -0.102
N -2.50169 2.15885 -1.63518 -0.4 0.3 0.0 -0.213
H -3.16289 4.24036 -4.17648 0.0 0.0 0.0 0.111
H -5.38369 4.20801 -3.04442 0.0 0.0 0.0 0.109
H -5.69107 2.83946 -0.97775 0.0 0.0 0.0 0.104
H -3.74084 1.51365 -0.12262 0.0 0.0 0.0 0.116
O 1.32788 0.97323 -1.07961 -0.3 0.1 0.3 -0.277
S 2.83042 -1.05958 1.00710 0.0 0.0 -0.1 1.014
C 4.31943 -1.18754 0.02576 0.0 0.0 0.0 -0.493
C 4.31612 -0.85035 -1.32422 0.0 0.0 0.0 -0.101
C 5.48240 -0.95947 -2.06706 0.0 0.0 0.0 -0.074
C 6.65383 -1.39644 -1.46443 0.0 0.0 0.0 -0.085
C 6.65797 -1.72953 -0.11763 0.0 0.0 0.0 -0.081
C 5.49261 -1.62603 0.62824 0.0 0.0 0.0 -0.095
C 2.05140 -2.61038 0.57949 0.0 0.0 0.0 -0.497
C 1.47862 -2.80210 -0.67354 0.0 0.0 0.0 -0.087
C 0.87979 -4.01304 -0.97519 0.0 0.0 0.0 -0.071
C 0.83297 -5.02537 -0.02480 0.0 0.0 0.0 -0.079
C 1.38568 -4.82551 1.22954 0.0 0.0 0.0 -0.082
C 2.00043 -3.61696 1.53349 0.0 0.0 0.0 -0.102
H 3.39909 -0.51688 -1.79400 0.0 0.0 0.0 0.095
H 5.47482 -0.70180 -3.11828 0.0 0.0 0.0 0.106
H 7.56347 -1.47824 -2.04517 0.0 0.0 0.0 0.103
H 7.56928 -2.07232 0.35503 0.0 0.0 0.0 0.104
H 5.48500 -1.88611 1.67885 0.0 0.0 0.0 0.104
H 1.48883 -2.00387 -1.40575 0.0 0.0 0.0 0.105
H 0.42605 -4.15962 -1.94651 0.0 0.0 0.0 0.093
H 0.35106 -5.96541 -0.26096 0.0 0.0 0.0 0.105
H 1.34498 -5.60964 1.97481 0.0 0.0 0.0 0.103
H 2.44618 -3.45362 2.50649 0.0 0.0 0.0 0.101
```
Positions in Å, forces in eV/Å.